Below is C49H91B2F12N18O9S4 as an isolated structure at a distorted geometry, with properties calculated with ωB97M-V with the def2-TZVPD basis set.

```
185
C49H91B2F12N18O9S4, DFT ωB97M-V with the def2-TZVPD basis set
C -0.76951 -1.20360 -3.69765
O -1.73869 -2.07647 -3.48403
H -0.58840 -0.44325 -2.86478
H 0.22881 -1.60174 -3.90290
H -0.98285 -0.47271 -4.51313
C -0.18656 -1.29194 2.22630
C 0.24756 -2.70981 1.96031
N -0.14815 -3.50702 3.15568
C 0.53067 -3.44038 4.36553
C -0.20695 -4.13171 5.25045
N -1.39587 -4.49751 4.60397
C -1.24644 -4.15793 3.32721
C -2.29992 -5.47943 5.07572
H 0.19456 -0.57566 1.45698
H 0.18339 -0.88912 3.17230
H -1.26731 -1.41413 2.26153
H 1.31026 -3.01590 1.79436
H -0.33763 -3.12914 1.11540
H 1.45958 -2.92999 4.36800
H 0.04234 -4.34370 6.24770
H -1.85209 -4.39675 2.45846
H -3.26577 -5.21699 4.68049
H -2.44007 -5.46179 6.14718
H -2.01199 -6.48949 4.74592
C -0.45326 8.18050 -3.57854
C -0.71161 7.09490 -2.57335
N -1.48966 5.97056 -3.19850
C -1.84337 5.84704 -4.53745
C -2.28814 4.55494 -4.63926
N -2.23620 3.92689 -3.41443
C -1.72907 4.80488 -2.53318
C -2.33180 2.48636 -3.14330
H 0.09606 7.76750 -4.42840
H 0.28413 8.84612 -3.15813
H -1.37520 8.75168 -3.93125
H -1.19542 7.44353 -1.64507
H 0.23264 6.66632 -2.16858
H -1.74210 6.49978 -5.37063
H -2.95150 4.15594 -5.39212
H -1.54329 4.59835 -1.50520
H -3.23664 2.13728 -3.61011
H -2.34448 2.26703 -2.11073
H -1.48520 1.99450 -3.56971
C -3.40613 -2.61275 -0.17366
C -3.57814 -2.01189 -1.50767
N -4.63053 -2.78603 -2.23046
C -4.64210 -2.81950 -3.62440
C -5.49751 -3.81003 -3.97548
N -6.01020 -4.36843 -2.77955
C -5.43690 -3.75875 -1.79096
C -7.13239 -5.33076 -2.73631
H -2.69048 -2.04892 0.43470
H -2.94654 -3.61196 -0.30646
H -4.36582 -2.68130 0.37819
H -2.69789 -1.99412 -2.19371
H -4.00671 -0.96638 -1.51390
H -3.84812 -2.19936 -4.14787
H -5.98282 -4.05481 -4.86057
H -5.66365 -3.93507 -0.75447
H -7.69917 -5.19763 -1.80850
H -6.66788 -6.31849 -2.82484
H -7.75847 -5.10703 -3.53997
C -7.44058 3.76547 2.13569
C -6.72191 3.89023 3.47829
N -7.01885 5.06594 4.25045
C -8.21654 5.27024 4.87743
C -8.12342 6.43395 5.52365
N -6.90867 6.96716 5.19728
C -6.21172 6.06517 4.42567
C -6.44833 8.26772 5.64063
H -7.23504 2.83676 1.72412
H -7.10507 4.60551 1.49310
H -8.49409 3.82254 2.33809
H -5.64326 3.91960 3.38763
H -6.99917 3.02939 4.16732
H -9.07691 4.59421 4.80382
H -8.85844 6.98524 6.09085
H -5.20505 6.13625 3.96806
H -5.40871 8.15097 5.76494
H -6.96789 8.48475 6.59432
H -6.65948 9.05261 4.87934
C 0.74838 -8.21892 -2.18337
C -0.65558 -8.04236 -2.74259
N -0.83129 -6.77756 -3.45907
C -0.66478 -5.52479 -2.88673
C -0.78822 -4.65062 -3.92475
N -1.08786 -5.35696 -5.06466
C -1.09143 -6.66978 -4.77158
C -1.34248 -4.74750 -6.37296
H 0.70314 -8.86270 -1.26651
H 1.31821 -7.34976 -1.88805
H 1.32651 -8.75287 -2.95165
H -1.42307 -8.00277 -1.98504
H -0.76601 -8.74395 -3.59496
H -0.49737 -5.40551 -1.84446
H -0.98436 -3.57834 -3.91156
H -1.36753 -7.51702 -5.37783
H -1.76532 -3.78409 -6.16103
H -2.16028 -5.16733 -6.96251
H -0.49520 -4.71353 -7.01932
C 6.78476 5.17134 -2.18532
C 7.62858 4.12779 -2.88111
N 6.74041 3.16937 -3.49622
C 6.88783 2.80683 -4.80557
C 6.09231 1.71161 -4.96338
N 5.61146 1.35021 -3.69542
C 6.00532 2.29497 -2.82640
C 4.84945 0.12915 -3.35136
H 6.06215 4.78672 -1.48934
H 6.25707 5.81505 -2.90213
H 7.41142 5.83707 -1.55290
H 8.38657 3.67175 -2.24608
H 8.20621 4.47688 -3.72711
H 7.46811 3.38664 -5.61021
H 5.83736 1.15083 -5.84760
H 5.68403 2.35953 -1.84375
H 4.71631 0.07880 -2.27747
H 5.40537 -0.71047 -3.72970
H 3.85321 0.09738 -3.85557
C 6.03020 -3.54873 3.87786
C 6.39218 -4.83064 3.15801
N 5.19396 -5.39032 2.54545
C 4.17879 -4.80877 1.81832
C 3.32829 -5.80491 1.46384
N 3.77644 -6.94638 2.02923
C 4.88363 -6.72432 2.67810
C 3.27110 -8.33067 1.73727
H 6.86439 -3.23595 4.43727
H 5.24056 -3.76826 4.59434
H 5.60352 -2.82245 3.17266
H 6.74648 -5.67077 3.76235
H 7.07163 -4.61255 2.32074
H 4.16774 -3.74255 1.58700
H 2.42315 -5.70192 0.87227
H 5.52551 -7.50076 3.07649
H 2.21841 -8.25187 1.41077
H 3.23639 -8.84473 2.68630
H 3.93395 -8.80182 0.98686
C 5.07505 5.36735 5.60670
C 5.10685 4.26926 4.63792
N 3.98575 4.35077 3.66943
C 3.50729 5.44680 3.04577
C 2.59582 5.04607 2.09322
N 2.60945 3.68784 2.13570
C 3.42107 3.26538 3.06970
C 1.83823 2.78944 1.32523
H 4.25989 5.33121 6.26078
H 4.93904 6.28374 5.08354
H 5.99857 5.37672 6.20959
H 5.05321 3.30788 5.10905
H 5.96611 4.20026 3.99542
H 3.75473 6.40398 3.34045
H 2.09918 5.72657 1.47971
H 3.74747 2.22237 3.28290
H 2.52592 1.99544 1.01036
H 1.55072 3.41579 0.44904
H 1.00388 2.38946 1.87273
B 3.43969 -0.92490 2.22102
F 2.38157 -0.39952 1.37675
F 2.88086 -1.72314 3.20923
F 4.35504 -1.63689 1.38142
F 4.20147 0.09461 2.87728
B -1.09379 -6.78198 0.70957
F -1.43086 -6.95303 2.02071
F -0.96597 -5.40464 0.32453
F 0.16946 -7.29070 0.45596
F -2.04504 -7.26084 -0.17628
N 3.45570 3.36067 -2.81562
S 3.17192 4.34723 -1.60830
O 4.18445 4.00889 -0.65909
O 1.84818 4.60298 -1.06562
F 3.54062 5.72345 -2.30419
S 2.20704 2.87687 -3.68025
O 1.10331 2.35698 -2.93393
O 2.75432 2.11153 -4.71281
F 1.71778 4.15340 -4.38822
N -2.95548 3.49537 0.34066
S -3.39917 2.00165 0.75619
O -3.85786 1.24289 -0.35466
O -4.12907 1.85268 1.97597
F -1.92704 1.39251 1.03307
S -2.98237 4.78750 1.28902
O -1.89629 5.62427 1.00112
O -3.41758 4.55527 2.62059
F -4.20909 5.55543 0.64097
```

## Properties
- charge = +3
- energy (eV) = -174831.7647
- LUMO level (eV) = -4.081
- Kohn-Sham gap (eV) = 7.3
- E_HOMO (eV) = -11.3440

Results of the Löwdin charge analysis, in e, for atoms 1 through 5: -0.375, -0.407, 0.066, 0.050, 0.055